C37H34ClN2O9P2ReS3 | the ωB97M-V functional and the def2-TZVPD basis

The geometry in XYZ format:
```
89
Properties=species:S:1:pos:R:3:mulliken_spin:R:1
Re 0.983 -1.124 -0.257 0.83
C 4.727 4.464 3.559 0.00
C 3.744 3.595 2.826 0.00
C 4.165 2.721 1.830 0.00
C 3.260 1.930 1.139 0.00
C 1.913 2.022 1.452 0.00
C 1.462 2.879 2.452 0.00
C 2.385 3.656 3.127 0.00
S 0.628 1.104 0.631 0.01
O -0.521 1.083 1.549 0.00
C 0.314 2.045 -0.849 0.03
C 1.418 2.591 -1.549 -0.01
C 1.235 3.100 -2.794 0.00
C -0.039 3.050 -3.420 0.00
C -0.221 3.532 -4.738 0.00
C -1.443 3.458 -5.338 0.00
C -2.538 2.897 -4.644 0.00
C -2.392 2.439 -3.368 0.00
C -1.133 2.507 -2.715 0.00
C -0.946 2.023 -1.374 -0.03
C -2.178 1.640 -0.623 0.00
C -3.013 2.725 -0.207 0.00
C -2.597 4.081 -0.324 0.00
C -3.399 5.095 0.103 0.00
C -4.670 4.822 0.662 0.00
C -5.095 3.535 0.786 0.00
C -4.275 2.459 0.362 0.00
C -4.699 1.116 0.494 0.00
C -3.877 0.091 0.152 0.00
C -2.591 0.357 -0.384 0.00
S -1.568 -1.079 -0.772 0.00
O -1.751 -1.483 -2.172 0.00
C -2.273 -2.239 0.350 0.01
C -2.248 -2.005 1.724 0.00
C -2.810 -2.948 2.552 0.00
C -3.406 -4.105 2.029 0.00
C -3.977 -5.139 2.958 0.00
C -3.432 -4.288 0.656 0.00
C -2.864 -3.354 -0.207 0.00
H 5.750 4.126 3.406 0.00
H 4.523 4.470 4.628 0.00
H 4.660 5.495 3.208 0.00
H 5.219 2.651 1.591 0.00
H 3.613 1.258 0.371 0.00
H 0.413 2.914 2.703 0.00
H 2.043 4.319 3.911 0.00
H 2.400 2.605 -1.105 0.00
H 2.069 3.531 -3.332 0.00
H 0.627 3.952 -5.263 0.00
H -1.577 3.822 -6.347 0.00
H -3.500 2.825 -5.132 0.00
H -3.239 2.003 -2.858 0.00
H -1.630 4.312 -0.749 0.00
H -3.064 6.119 0.014 0.00
H -5.298 5.637 0.992 0.00
H -6.063 3.311 1.216 0.00
H -5.687 0.907 0.881 0.00
H -4.223 -0.925 0.273 0.00
H -1.798 -1.106 2.130 0.00
H -2.779 -2.799 3.624 0.00
H -4.627 -4.682 3.704 0.00
H -3.175 -5.649 3.493 0.00
H -4.549 -5.888 2.413 0.00
H -3.883 -5.180 0.242 0.00
H -2.853 -3.502 -1.276 0.00
O 1.600 -5.491 -0.220 0.00
P 0.426 -4.437 -0.411 0.00
O -0.638 -4.937 -1.258 0.00
O 1.169 -3.114 -0.767 0.04
O -0.052 -4.131 1.124 0.01
P 0.678 -3.209 2.190 0.01
O 2.211 -3.670 2.062 0.00
O 0.183 -3.304 3.552 0.00
O 0.629 -1.742 1.533 0.02
H 2.199 -5.225 0.487 0.00
H 2.555 -3.830 2.947 0.00
Cl 1.250 -0.567 -2.398 0.08
S 3.361 -1.266 0.174 -0.02
C 4.146 -2.491 -0.766 0.01
N 5.450 -2.717 -0.602 0.00
C 5.954 -3.722 -1.543 0.00
C 4.665 -4.147 -2.288 0.00
N 3.659 -3.244 -1.724 0.00
H 6.019 -2.179 0.028 0.00
H 6.411 -4.549 -1.003 0.00
H 6.693 -3.285 -2.213 0.00
H 4.391 -5.182 -2.090 0.00
H 4.739 -4.003 -3.363 0.00
H 2.653 -3.341 -1.848 0.00
```

Its spin multiplicity is 2. The calculation puts the energy above the lowest of the compared OMol25 structures with the same formula, charge and spin at 13.5 kcal per mole. As for the total energy: -126067.749 eV. As for the charge: +1. As for the HOMO-LUMO gap (alpha / beta): 5.7031 / 6.0958 eV.

***

C37H34F3LuN3O7PS2 | the ωB97M-V functional and the def2-TZVPD basis

The geometry in XYZ format:
```
88
Properties=species:S:1:pos:R:3:mulliken_charge:R:1
Lu -0.184 0.632 0.742 1.96
C 2.798 0.239 -2.704 -1.41
C 1.855 1.160 -1.990 0.55
O 1.441 0.861 -0.866 -0.58
N 1.492 2.290 -2.608 -0.05
C 0.475 3.186 -2.065 -0.92
C -0.907 2.698 -2.408 0.92
C -1.669 3.358 -3.358 -0.90
C -2.889 2.822 -3.734 -0.46
C -3.284 1.626 -3.164 -1.24
C -2.463 1.040 -2.212 -0.48
N -1.308 1.571 -1.808 0.49
H 3.467 -0.194 -1.963 0.29
H 3.375 0.737 -3.482 0.47
H 2.215 -0.569 -3.148 0.27
H 1.797 2.407 -3.560 0.26
H 0.648 4.181 -2.472 0.55
H 0.609 3.231 -0.987 -0.12
H -1.309 4.285 -3.782 0.43
H -3.513 3.321 -4.464 0.43
H -4.213 1.142 -3.431 0.50
H -2.749 0.100 -1.764 0.67
C 3.478 -6.009 -2.425 -0.46
C 2.381 -6.384 -1.668 -0.86
C 1.574 -5.420 -1.076 -0.20
C 1.848 -4.066 -1.240 -0.13
C 2.947 -3.702 -2.017 0.02
C 3.763 -4.659 -2.596 -0.74
P 0.820 -2.724 -0.537 0.31
C -0.518 -3.674 0.276 0.44
C -0.448 -4.155 1.582 -0.26
C -1.490 -4.899 2.117 -0.75
C -2.614 -5.178 1.352 -0.54
C -2.695 -4.704 0.052 -0.50
C -1.656 -3.955 -0.477 -0.63
C 1.808 -2.162 0.898 0.52
C 2.842 -2.972 1.383 -0.19
C 3.605 -2.577 2.469 -0.75
C 3.335 -1.355 3.062 -0.87
C 2.307 -0.555 2.571 -0.42
C 1.493 -0.916 1.478 -0.33
H 4.106 -6.762 -2.884 0.38
H 2.146 -7.432 -1.530 0.42
H 0.726 -5.731 -0.479 0.39
H 3.174 -2.653 -2.165 0.32
H 4.616 -4.354 -3.188 0.41
H 0.428 -3.948 2.185 0.50
H -1.423 -5.263 3.135 0.42
H -3.430 -5.750 1.773 0.37
H -3.581 -4.888 -0.541 0.40
H -1.741 -3.558 -1.482 0.26
H 3.057 -3.922 0.908 0.37
H 4.398 -3.216 2.838 0.40
H 3.929 -1.017 3.904 0.41
H 2.147 0.394 3.066 0.43
C -2.753 -0.144 4.752 -0.98
S -1.095 0.055 4.124 0.40
C -0.638 -1.669 4.103 -0.27
O -1.345 0.420 2.670 -0.80
H -2.692 -0.533 5.768 0.48
H -3.301 -0.818 4.097 0.17
H -3.215 0.841 4.767 0.39
H -0.648 -2.023 5.135 0.63
H 0.365 -1.738 3.689 -0.09
H -1.347 -2.215 3.479 -0.11
O -1.596 4.638 -0.147 -0.67
C -1.005 4.267 0.843 -0.08
N -0.379 3.045 1.018 0.46
C 0.221 3.033 2.228 0.19
O 0.827 2.027 2.609 -0.57
C -0.014 4.310 2.956 0.24
C 0.366 4.766 4.201 -0.37
C -0.058 6.043 4.560 -0.59
C -0.827 6.818 3.696 -0.46
C -1.202 6.347 2.441 -0.52
C -0.781 5.080 2.097 -0.06
H 0.965 4.159 4.866 0.54
H 0.213 6.447 5.527 0.41
H -1.136 7.807 4.012 0.41
H -1.801 6.937 1.759 0.51
F -4.383 0.670 2.184 -0.26
C -3.882 0.611 0.949 0.50
F -4.863 0.884 0.094 -0.28
F -2.958 1.573 0.827 -0.06
S -3.149 -1.080 0.599 1.40
O -3.195 -1.790 1.841 -0.75
O -3.899 -1.558 -0.523 -0.60
O -1.753 -0.717 0.181 0.03
```

Its spin multiplicity is 1. As for the total energy: -130461.802 eV. As for the charge: 0. As for the HOMO-LUMO gap: 7.6723 eV.

***

C37H35AsClN7O6Ta | the ωB97M-V functional and the def2-TZVPD basis

The geometry in XYZ format:
```
88
Properties=species:S:1:pos:R:3:mulliken_charge:R:1
Ta 0.205 -1.600 -1.213 1.27
N -1.743 -4.116 -2.655 -0.15
C -0.513 -4.539 -2.394 0.54
N -0.234 -5.789 -2.696 -0.70
C 0.982 -6.241 -2.401 0.24
N 1.301 -7.481 -2.691 -0.28
N 1.954 -5.477 -1.796 -0.70
C 1.623 -4.263 -1.547 0.18
N 0.407 -3.673 -1.811 -0.04
C 2.639 -3.383 -0.923 1.27
C 3.839 -3.873 -0.457 -0.66
C 4.751 -2.975 0.086 -0.64
C 4.426 -1.628 0.143 -0.98
C 3.188 -1.215 -0.311 0.07
N 2.304 -2.082 -0.829 -0.04
H -2.371 -4.779 -3.084 0.32
H -2.059 -3.174 -2.519 0.15
H 0.626 -8.083 -3.137 0.28
H 2.219 -7.834 -2.477 0.26
H 4.049 -4.929 -0.539 0.59
H 5.706 -3.325 0.454 0.50
H 5.114 -0.899 0.545 0.54
H 2.884 -0.179 -0.266 0.34
N 0.255 1.619 -4.156 -0.38
C -0.455 0.399 -4.508 -1.03
C -0.139 -0.617 -3.464 0.63
O -1.065 -1.238 -2.795 -0.80
O 1.029 -0.878 -3.059 -0.75
H -0.082 2.379 -4.734 0.30
H 1.247 1.523 -4.342 0.23
H -0.210 -0.040 -5.485 0.36
H -1.530 0.566 -4.486 0.44
O 0.356 0.139 -0.564 1.75
As 0.347 1.851 0.064 1.80
C 1.009 1.650 1.828 0.87
C 1.390 2.828 2.474 -0.96
C 1.920 2.760 3.753 -0.94
C 2.097 1.526 4.365 -0.55
C 1.728 0.358 3.710 -1.23
C 1.170 0.413 2.442 0.23
C -1.446 2.388 -0.189 1.12
C -2.284 1.763 -1.104 -0.34
C -3.545 2.294 -1.328 -1.06
C -3.956 3.429 -0.642 -0.64
C -3.115 4.040 0.279 -0.91
C -1.850 3.525 0.510 -0.82
C 1.539 2.916 -0.915 0.50
C 1.024 3.828 -1.836 -0.48
C 1.895 4.687 -2.488 -0.96
C 3.258 4.620 -2.229 -0.60
C 3.767 3.708 -1.309 -0.91
C 2.908 2.859 -0.636 -0.25
H 1.299 3.795 1.993 0.45
H 2.208 3.668 4.264 0.49
H 2.526 1.476 5.357 0.48
H 1.863 -0.601 4.192 0.49
H 0.864 -0.503 1.961 0.35
H -1.974 0.878 -1.641 0.46
H -4.212 1.821 -2.037 0.47
H -4.943 3.838 -0.817 0.42
H -3.448 4.913 0.824 0.51
H -1.202 4.014 1.228 0.43
H -0.040 3.876 -2.034 0.60
H 1.511 5.417 -3.187 0.49
H 3.932 5.298 -2.736 0.45
H 4.829 3.679 -1.104 0.46
H 3.296 2.190 0.124 0.42
C -1.763 0.173 5.058 -1.37
C -2.593 0.444 3.839 0.86
C -3.420 1.555 3.769 -0.74
C -4.264 1.750 2.682 -0.21
Cl -5.309 3.129 2.654 -0.16
C -4.298 0.842 1.643 -1.05
C -3.455 -0.264 1.677 -0.82
C -2.618 -0.447 2.762 1.35
O -1.756 -1.533 2.893 -0.46
C -1.926 -2.630 2.041 -1.18
C -1.126 -2.364 0.789 0.69
O 0.145 -2.370 0.774 -0.65
O -1.644 -2.029 -0.341 -0.61
H -1.788 1.027 5.732 0.41
H -0.726 -0.041 4.804 0.10
H -2.146 -0.695 5.598 0.35
H -3.440 2.260 4.590 0.47
H -4.988 0.977 0.823 0.65
H -3.502 -0.970 0.859 0.45
H -2.968 -2.838 1.789 0.45
H -1.488 -3.494 2.541 0.52
```

Its spin multiplicity is 1. The calculation puts the energy above the lowest of the compared OMol25 structures with the same formula, charge and spin at 0.0 kcal per mole. As for the total energy: -136548.698 eV. As for the charge: +3. As for the HOMO-LUMO gap: 5.5251 eV.

***

C37H35Cl2FN7O2STi | the ωB97M-V functional and the def2-TZVPD basis

The geometry in XYZ format:
```
86
Properties=species:S:1:pos:R:3:mulliken_spin:R:1
Ti -1.090 0.016 0.132 0.97
Cl 1.559 -4.958 4.072 0.00
C 0.967 -3.407 3.582 0.00
C 0.264 -3.308 2.390 0.00
C -0.214 -2.075 1.974 -0.06
N -0.921 -1.853 0.773 -0.02
C -1.693 -2.821 0.222 0.00
O -1.833 -3.980 0.577 0.00
C -2.441 -2.337 -1.002 0.02
C -3.289 -3.200 -1.669 0.00
C -3.933 -2.746 -2.806 0.00
C -3.699 -1.449 -3.235 0.00
C -2.851 -0.643 -2.498 0.02
N -2.231 -1.073 -1.394 -0.02
C -0.019 -0.923 2.753 0.05
C 0.690 -1.042 3.944 0.00
C 1.182 -2.274 4.350 0.00
Cl 2.060 -2.356 5.843 0.00
N -0.507 0.284 2.198 0.00
C -0.805 1.283 3.042 0.00
O -0.941 1.223 4.272 0.00
C -1.000 2.629 2.396 0.00
C -0.886 3.773 3.173 0.00
C -1.050 5.003 2.562 0.00
C -1.353 5.041 1.209 0.00
C -1.464 3.843 0.523 0.01
N -1.273 2.654 1.094 0.01
H 0.105 -4.188 1.790 0.00
H -3.407 -4.201 -1.280 0.00
H -4.605 -3.393 -3.354 0.00
H -4.167 -1.052 -4.124 0.00
H -2.660 0.376 -2.799 0.00
H 0.860 -0.185 4.573 0.00
H -0.667 3.671 4.226 0.00
H -0.946 5.919 3.129 0.00
H -1.499 5.977 0.689 0.00
H -1.714 3.838 -0.530 0.00
C 0.237 -3.566 -2.031 0.00
C 0.727 -2.151 -2.345 0.01
C 1.187 -2.086 -3.806 0.00
C 1.833 -1.695 -1.411 -0.02
C 2.909 -2.555 -1.222 0.00
C 3.978 -2.194 -0.429 0.00
C 3.990 -0.936 0.142 0.00
C 2.947 -0.023 -0.025 -0.03
C 3.253 1.363 0.549 0.00
C 3.732 2.340 -0.531 0.00
C 2.201 2.030 1.415 0.00
C 1.820 -0.438 -0.774 0.06
N 0.626 0.366 -0.884 -0.03
C 0.584 1.242 -1.957 0.00
C 1.620 1.488 -2.871 0.00
C 1.477 2.399 -3.907 0.00
C 0.297 3.106 -4.094 0.00
C -0.761 2.878 -3.221 0.00
C -0.575 1.971 -2.210 0.01
F -1.637 1.712 -1.354 0.02
H -0.668 -3.787 -2.601 0.00
H 0.023 -3.708 -0.972 0.00
H 0.983 -4.312 -2.314 0.00
H -0.107 -1.465 -2.230 0.01
H 2.056 -2.731 -3.961 0.00
H 1.460 -1.073 -4.099 0.00
H 0.392 -2.429 -4.472 0.00
H 2.902 -3.525 -1.703 0.00
H 4.801 -2.877 -0.265 0.00
H 4.843 -0.636 0.739 0.00
H 4.114 1.189 1.200 0.00
H 2.897 2.742 -1.104 0.00
H 4.428 1.866 -1.227 0.00
H 4.244 3.183 -0.061 0.00
H 1.298 2.233 0.848 0.01
H 2.592 2.982 1.786 0.00
H 1.940 1.411 2.272 0.00
H 2.549 0.946 -2.754 0.00
H 2.309 2.555 -4.581 0.00
H 0.193 3.815 -4.903 0.00
H -1.714 3.382 -3.318 0.00
N -3.013 -0.726 3.330 0.00
C -3.484 0.289 2.603 0.00
N -3.736 1.440 3.226 0.00
S -3.718 0.141 0.915 -0.01
H -2.515 -0.524 4.188 0.00
H -2.698 -1.534 2.816 0.00
H -3.378 1.606 4.155 0.00
H -3.963 2.232 2.651 0.00
```

Its spin multiplicity is 2. The calculation puts the energy above the lowest of the compared OMol25 structures with the same formula, charge and spin at 0.0 kcal per mole. As for the total energy: -115182.031 eV. As for the charge: 0. As for the HOMO-LUMO gap (alpha / beta): 7.3095 / 7.4300 eV.

***

C37H35F6IrN5OP2S | the ωB97M-V functional and the def2-TZVPD basis

The geometry in XYZ format:
```
88
Properties=species:S:1:pos:R:3:mulliken_spin:R:1
Ir 0.523 0.082 -0.109 0.03
C -1.128 2.901 2.510 0.00
C -0.423 1.868 3.381 0.00
C 0.994 2.325 3.722 0.00
C -0.478 0.421 2.837 0.01
C -0.289 -0.599 3.953 0.01
O 1.125 -0.908 3.872 0.00
C 1.535 -0.573 2.663 0.01
N 0.665 0.064 1.935 -0.02
C 2.948 -0.900 2.399 -0.01
C 3.786 -0.977 3.515 0.01
C 5.138 -1.225 3.359 0.00
C 5.672 -1.414 2.091 0.00
C 4.845 -1.352 0.981 0.00
C 3.485 -1.097 1.125 -0.01
P 2.476 -1.061 -0.359 0.00
C 2.376 -2.730 -1.001 0.00
C 1.721 -2.947 -2.216 0.00
C 1.597 -4.235 -2.707 0.00
C 2.110 -5.307 -1.987 0.00
C 2.745 -5.095 -0.771 0.00
C 2.881 -3.808 -0.273 0.00
C 3.319 0.088 -1.458 0.00
C 3.553 -0.152 -2.806 0.00
C 4.062 0.865 -3.600 0.00
C 4.324 2.116 -3.057 0.00
C 4.090 2.359 -1.709 0.00
C 3.587 1.348 -0.906 0.00
H -1.343 3.793 3.098 0.00
H -2.078 2.530 2.119 0.00
H -0.501 3.215 1.673 0.00
H -0.983 1.810 4.319 0.00
H 1.610 2.401 2.823 0.00
H 1.493 1.659 4.428 0.00
H 0.962 3.313 4.180 0.00
H -1.412 0.251 2.304 -0.01
H -0.837 -1.529 3.802 0.00
H -0.479 -0.204 4.947 0.00
H 3.377 -0.832 4.504 0.00
H 5.777 -1.271 4.230 0.00
H 6.728 -1.610 1.967 0.00
H 5.259 -1.504 -0.009 0.00
H 1.299 -2.123 -2.771 0.01
H 1.096 -4.400 -3.651 0.00
H 2.012 -6.312 -2.374 0.00
H 3.138 -5.931 -0.210 0.00
H 3.380 -3.654 0.674 0.00
H 3.341 -1.120 -3.241 0.00
H 4.250 0.680 -4.649 0.00
H 4.723 2.902 -3.684 0.00
H 4.320 3.326 -1.282 0.00
H 3.445 1.524 0.157 0.00
S -0.871 -1.669 0.078 0.12
C -2.346 -0.771 -0.091 0.12
N -3.451 -1.452 -0.166 -0.06
N -4.563 -0.780 -0.474 0.35
C -5.794 -1.239 -0.135 0.07
C -6.916 -0.541 -0.638 0.15
C -8.176 -0.964 -0.300 -0.07
C -8.336 -2.080 0.527 0.20
C -7.225 -2.776 1.016 -0.04
C -5.953 -2.369 0.696 0.12
N -2.392 0.625 -0.260 -0.07
N -1.284 1.194 -0.292 0.05
C -1.252 2.539 -0.698 0.01
C -2.410 3.264 -0.982 0.02
C -2.292 4.568 -1.416 -0.01
C -1.032 5.140 -1.579 0.02
C 0.119 4.411 -1.305 -0.01
C 0.008 3.109 -0.862 0.01
H -4.489 -0.012 -1.137 -0.03
H -6.770 0.315 -1.285 0.00
H -9.043 -0.442 -0.677 0.00
H -9.331 -2.413 0.788 0.01
H -7.370 -3.645 1.642 0.00
H -5.081 -2.901 1.044 0.00
H -3.380 2.804 -0.863 0.00
H -3.179 5.143 -1.640 0.00
H -0.949 6.160 -1.931 0.00
H 1.095 4.856 -1.446 0.00
H 0.916 2.543 -0.664 0.00
F 0.421 0.134 -2.159 0.00
P -0.657 0.054 -3.808 0.00
F -0.894 -1.462 -3.382 0.00
F -1.491 -0.007 -5.112 0.00
F -0.279 1.586 -3.903 0.00
F 0.728 -0.347 -4.461 0.00
F -1.901 0.453 -2.866 0.00
```

Its spin multiplicity is 2. The calculation puts the energy above the lowest of the compared OMol25 structures with the same formula, charge and spin at 0.0 kcal per mole. As for the total energy: -96983.435 eV. As for the charge: +2. As for the HOMO-LUMO gap (alpha / beta): 6.4278 / 5.8170 eV.

***

Maximum force (Eh/bohr)
0.0231, 0.0167, 0.0121, 0.0325, 0.0105